--- 1 ---
# C2H5NOS

A cluster of 2 separate species, C2H5NOS in total (ωB97M-V with the def2-TZVPD basis set, the OMol25 dataset).

## Properties
Kohn-Sham gap = 9.5 eV
Charge = 0

```
10
C2H5NOS, DFT ωB97M-V with the def2-TZVPD basis set
C -0.5034 -1.3644 -0.5690
C 0.4905 1.3885 0.2885
N 0.5857 -1.8680 -0.9158
O -0.3351 1.8398 2.6599
S -0.5555 2.1802 1.2564
H -0.5882 -0.9875 0.4425
H -1.4052 -1.2797 -1.1858
H 1.2687 0.7475 0.6560
H 0.4141 1.5741 -0.7639
H 0.6283 -2.2306 -1.8687
```

***

--- 2 ---
# C2H5NOS

A cluster of 2 separate species, C2H5NOS in total (ωB97M-V with the def2-TZVPD basis set, the OMol25 dataset).

## Properties
Kohn-Sham gap = 8.1 eV
Charge = 0

```
10
C2H5NOS, DFT ωB97M-V with the def2-TZVPD basis set
C -0.5698 1.2884 -0.6938
C 0.7877 -0.0922 0.4447
N 0.4389 -1.2464 -0.1834
O -0.8649 -1.6686 0.1655
S 0.2230 -2.7161 0.7492
H -0.3790 0.9058 -1.6657
H -0.0232 2.1028 -0.3015
H -1.4658 1.0223 -0.1967
H 0.1528 0.0825 1.3840
H 1.7002 0.3215 0.2977
```

***

--- 3 ---
# C2H5NOS

The molecule C2H5NOS (ωB97M-V with the def2-TZVPD basis set, the OMol25 dataset).

## Properties
Kohn-Sham gap = 9.2 eV
SMILES = NCC(O)=S
Charge = 0

```
10
C2H5NOS, DFT ωB97M-V with the def2-TZVPD basis set
N -1.2125 -0.7667 -0.4845
C -0.4345 -0.2846 0.6497
C 0.9563 0.2502 0.0769
O 0.7566 1.5280 -0.1737
S 2.3371 -0.6791 -0.0937
H -0.7749 -1.3941 -1.1248
H -1.8384 -0.0473 -0.8532
H -1.0883 0.4951 1.0081
H -0.3043 -1.1661 1.3912
H 1.6027 2.0645 -0.3959
```

***

Need the numbers? Relative energies in kcal/mol: 1 35.7; 2 132.1; 3 0.0.

***

--- 1 ---
# C2H5NOS

The molecule C2H5NOS (ωB97M-V with the def2-TZVPD basis set, the OMol25 dataset).

## Properties
Kohn-Sham gap = 9.4 eV
SMILES = CS/C=N/O
Charge = 0

```
10
C2H5NOS, DFT ωB97M-V with the def2-TZVPD basis set
C 1.6775 0.6952 0.0216
S 1.1956 -1.0119 -0.0570
C -0.5681 -0.9826 0.0305
N -1.2999 0.0894 -0.1103
O -2.5988 -0.2499 0.0873
H 1.0595 1.4754 -0.2886
H 1.9496 0.9617 1.0689
H 2.5675 0.6475 -0.4957
H -0.8388 -2.0158 0.2203
H -3.1442 0.3910 -0.4770
```

***

--- 2 ---
# C2H5NOS

The molecule C2H5NOS (ωB97M-V with the def2-TZVPD basis set, the OMol25 dataset).

## Properties
Kohn-Sham gap = 9.0 eV
SMILES = CN(O)C=S
Charge = 0

```
10
C2H5NOS, DFT ωB97M-V with the def2-TZVPD basis set
C 0.5221 -1.1286 0.0232
N -0.1289 0.1298 -0.2275
O -0.2201 0.4251 -1.5552
C -0.6519 0.9915 0.6473
S -0.7829 0.8391 2.2718
H 0.6784 -1.1929 1.1127
H -0.0672 -1.9980 -0.2892
H 1.4517 -1.0794 -0.4615
H 0.2483 1.2411 -1.6419
H -1.0495 1.7723 0.1202
```

***

--- 3 ---
# C2H5NOS

A cluster of 2 separate species, C2H5NOS in total (ωB97M-V with the def2-TZVPD basis set, the OMol25 dataset).

## Properties
Kohn-Sham gap (spin up / spin down) = 8.9 / 7.1 eV
Charge = 0

```
10
C2H5NOS, DFT ωB97M-V with the def2-TZVPD basis set
C -1.5198 0.3936 -1.3752
C 0.4937 -0.7517 1.1721
N -0.4364 0.9976 -1.3828
O -0.2295 -3.0772 0.2951
S -0.8591 -1.8377 0.8912
H -2.5117 0.4827 -1.5545
H 0.8710 -0.5857 0.1262
H 1.2377 -1.2381 1.9621
H 0.0312 0.1560 1.6876
H 0.1363 1.6728 -1.8122
```

***

--- 4 ---
# C2H5NOS

A cluster of 2 separate species, C2H5NOS in total (ωB97M-V with the def2-TZVPD basis set, the OMol25 dataset).

## Properties
Kohn-Sham gap (spin up / spin down) = 7.5 / 7.4 eV
Charge = 0

```
10
C2H5NOS, DFT ωB97M-V with the def2-TZVPD basis set
C 1.8899 0.2718 0.6939
C -0.1071 0.4257 -0.7229
N 0.5940 0.6040 0.5621
O 4.3064 -0.5145 0.1969
S 3.1449 0.1290 -0.3844
H 2.6662 -0.3188 2.3799
H -0.5936 1.2908 -0.9416
H 0.7581 0.4353 -1.4586
H -0.9035 -0.3177 -0.7228
H -0.1002 0.7518 1.2898
```

***

Need the numbers? Relative energies in kcal/mol: 1 6.7; 2 0.0; 3 59.0; 4 77.7.